No. 1
C44H59Br2MoN6O3S2Si2 | ωB97M-V/def2-TZVPD

Output
- Electronic energy: -241031.4369 eV
- Highest occupied orbital energy (spin up / spin down): -10.33 / -10.48 eV
- Multiplicity: 3
- Strongest force on any atom: 0.0100 Eh/bohr
- Relative energy (zero: lowest compared OMol25 entry of this formula, charge and spin): 0.048 eV
- <S²>: 2.0293
- Total charge: +1
- Gap between HOMO and LUMO (spin up / spin down): 6.94 / 6.93 eV

Each line ends with the Mulliken spin population.
Geometry (Å):
Mo 0.41 0.00 0.51  1.88
O -0.20 4.90 3.03  0.00
C 0.95 4.96 2.30  -0.01
C 1.70 6.13 2.38  0.00
C 2.85 6.27 1.63  0.00
C 3.28 5.24 0.80  0.00
C 2.53 4.08 0.71  0.00
C 1.37 3.92 1.46  0.00
C 0.49 2.71 1.30  0.05
O 1.11 1.72 0.45  0.07
N 0.13 2.13 2.59  0.02
N -0.46 0.88 2.30  -0.02
C -1.45 0.50 3.02  0.06
C -2.18 -0.71 2.76  -0.03
Br -1.52 -1.92 1.45  0.04
C -3.31 -1.03 3.43  0.02
C -4.04 -0.17 4.36  0.01
C -4.25 1.18 4.10  0.00
C -4.95 1.96 5.01  0.00
C -5.45 1.39 6.18  0.01
C -5.27 0.04 6.42  0.00
C -4.59 -0.75 5.51  0.01
H -0.47 3.97 3.10  0.00
H 1.35 6.92 3.04  0.00
H 3.42 7.19 1.70  0.00
H 4.18 5.35 0.21  0.00
H 2.83 3.28 0.05  0.00
H -0.43 2.99 0.79  0.00
H 0.98 1.95 3.11  -0.01
H -1.77 1.12 3.85  0.00
H -3.73 -2.02 3.26  0.00
H -3.92 1.61 3.17  0.00
H -5.12 3.01 4.80  0.00
H -5.99 2.00 6.88  0.00
H -5.68 -0.41 7.32  0.00
H -4.46 -1.81 5.70  0.00
C 0.62 -4.20 0.90  0.01
Si 1.51 -3.11 2.17  -0.02
C 3.00 -4.18 2.64  0.00
C 0.54 -2.85 3.77  0.00
C 1.96 -1.43 1.33  -0.04
C 2.29 -1.80 -0.09  -0.08
C 3.21 -2.73 -0.58  -0.02
C 3.25 -2.96 -1.94  0.01
C 2.39 -2.29 -2.80  -0.01
C 1.51 -1.38 -2.26  -0.01
N 1.50 -1.14 -0.95  0.00
Si 3.46 -0.63 2.27  0.00
C 3.29 1.17 2.77  0.01
C 3.78 -1.43 3.95  0.00
C 5.03 -0.77 1.25  0.00
H -0.15 -4.80 1.39  0.00
H 1.35 -4.91 0.49  0.00
H 0.17 -3.71 0.04  0.00
H 2.68 -5.21 2.52  0.00
H 3.30 -4.05 3.68  0.00
H 3.89 -4.05 2.03  0.00
H -0.33 -3.50 3.82  0.00
H 0.20 -1.82 3.90  0.00
H 1.17 -3.09 4.63  0.00
H 3.86 -3.26 0.09  0.00
H 3.95 -3.68 -2.34  0.00
H 2.40 -2.46 -3.87  0.00
H 0.82 -0.80 -2.85  0.02
H 2.69 1.27 3.68  0.00
H 2.92 1.85 2.00  0.00
H 4.29 1.51 3.04  0.00
H 2.88 -1.58 4.54  0.00
H 4.41 -0.72 4.50  0.00
H 4.32 -2.37 3.90  0.00
H 4.88 -0.97 0.19  0.00
H 5.67 -1.57 1.64  0.00
H 5.59 0.16 1.33  0.00
C -3.61 2.52 -4.70  0.00
C -2.66 2.67 -3.55  0.00
C -1.93 3.83 -3.33  0.00
C -1.09 3.85 -2.23  0.00
N -0.98 2.81 -1.40  0.01
C -1.72 1.75 -1.69  0.01
S -1.77 0.35 -0.59  -0.01
N -2.56 1.63 -2.72  0.00
H -3.56 3.38 -5.37  0.00
H -4.63 2.42 -4.33  0.00
H -3.37 1.62 -5.26  0.00
H -2.00 4.68 -3.99  0.00
H -0.49 4.72 -1.99  0.00
C -0.88 -1.29 -5.61  0.00
C -1.62 -2.60 -5.39  0.00
C -1.26 -3.29 -4.08  0.00
S -1.64 -2.26 -2.64  0.00
O -0.96 -2.89 -1.46  0.00
C -3.42 -2.59 -2.46  0.00
C -3.74 -3.76 -1.53  0.00
C -3.47 -5.14 -2.10  0.00
H -1.06 -0.91 -6.62  0.00
H 0.20 -1.42 -5.50  0.00
H -1.19 -0.52 -4.90  0.00
H -1.39 -3.30 -6.20  0.00
H -2.70 -2.44 -5.44  0.00
H -0.18 -3.44 -3.99  0.00
H -1.74 -4.27 -3.97  0.00
H -3.82 -2.73 -3.46  0.00
H -3.83 -1.66 -2.07  0.00
H -4.79 -3.66 -1.25  0.00
H -3.16 -3.63 -0.61  0.00
H -3.90 -5.25 -3.10  0.00
H -3.91 -5.91 -1.47  0.00
H -2.40 -5.34 -2.17  0.00
Br 4.03 1.30 -1.58  0.00
C 2.89 2.12 -2.87  0.00
C 3.36 3.24 -3.54  0.00
C 2.53 3.80 -4.50  0.00
C 1.29 3.22 -4.74  0.00
C 0.93 2.11 -4.00  0.00
N 1.72 1.57 -3.07  0.00
H 4.34 3.65 -3.32  0.00
H 2.85 4.67 -5.05  0.00
H 0.62 3.62 -5.48  0.00
H -0.03 1.64 -4.14  0.00

***

No. 2
C36H33IN6O7P | ωB97M-V/def2-TZVPD

Output
- Electronic energy: -78520.7233 eV
- Highest occupied orbital energy: -11.23 eV
- Multiplicity: 1
- Strongest force on any atom: 0.1075 Eh/bohr
- Total charge: +1
- Gap between HOMO and LUMO: 5.91 eV

Each line ends with the Mulliken charge.
Geometry (Å):
N -5.04 -1.37 1.81  -0.48
C -4.30 -0.72 2.69  -0.76
C -2.74 -0.38 2.44  -0.15
N -2.53 0.62 1.35  0.23
C -2.32 -0.06 0.05  -0.68
N -3.27 -0.77 -0.61  -0.23
N -0.99 0.00 -0.59  0.37
C -0.03 -0.03 0.57  0.30
C 1.50 -0.37 0.13  -0.62
C 1.63 -1.75 -0.67  -0.34
C 3.14 -1.78 -1.28  0.24
N 4.30 -1.44 -0.42  -0.57
O 3.30 -2.07 -2.50  -0.49
O -0.10 1.12 1.43  -0.24
C -1.45 1.60 1.60  0.66
N -1.50 2.27 2.93  -0.56
P -1.77 3.04 0.32  0.07
O -2.29 4.44 1.20  -0.54
I 0.34 3.46 -0.85  -0.03
H -6.00 -1.47 2.19  0.28
H -4.82 -0.43 3.68  0.36
H -2.25 -0.15 3.44  0.58
H -2.28 -1.38 2.08  0.34
H -3.76 -0.42 -1.44  0.27
H -3.47 -1.73 -0.27  0.27
H -0.88 -0.82 -1.21  0.51
H -0.34 -0.94 1.21  -0.29
H 1.98 0.46 -0.48  0.19
H 2.07 -0.51 1.13  0.20
H 0.95 -1.83 -1.59  0.30
H 1.44 -2.68 -0.01  0.32
H 4.28 -0.39 -0.40  0.34
H 4.13 -1.80 0.54  0.32
H -0.73 2.96 2.99  0.32
H -2.41 2.70 3.11  0.31
H -3.25 4.60 1.03  0.36
C 0.74 0.53 -5.57  -0.57
C 0.11 1.21 -4.54  -0.07
C -0.20 2.56 -4.68  -0.94
C 0.15 3.24 -5.85  0.18
C 0.81 2.56 -6.87  0.16
C 1.10 1.20 -6.74  -0.62
C 1.23 3.27 -8.10  0.62
O 1.81 2.68 -9.00  -0.65
C 0.95 4.72 -8.22  0.17
C 1.39 5.42 -9.34  -0.56
C 1.12 6.78 -9.47  -0.47
C 0.40 7.44 -8.48  -0.47
C -0.04 6.75 -7.35  -0.55
C 0.25 5.39 -7.22  0.22
C -0.19 4.67 -6.00  0.56
O -0.82 5.25 -5.13  -0.68
H 0.97 -0.53 -5.46  0.42
H -0.16 0.69 -3.62  0.40
H -0.70 3.09 -3.87  0.65
H 1.60 0.66 -7.53  0.48
H 1.95 4.91 -10.12  0.46
H 1.46 7.32 -10.34  0.40
H 0.18 8.50 -8.58  0.40
H -0.59 7.27 -6.58  0.46
C -0.67 -7.31 7.29  -0.50
C 0.54 -7.24 7.96  -0.49
C 1.38 -6.14 7.78  -0.54
C 1.00 -5.11 6.91  0.13
C -0.21 -5.20 6.22  0.15
C -1.05 -6.29 6.42  -0.50
C -0.60 -4.14 5.26  0.51
O -1.66 -4.21 4.65  -0.71
C 0.32 -3.00 5.04  -0.37
C -0.01 -2.03 4.09  -0.51
C 0.84 -0.94 3.88  -0.10
C 2.01 -0.82 4.62  -1.30
C 2.34 -1.80 5.56  -0.69
C 1.50 -2.89 5.76  0.24
C 1.88 -3.94 6.74  0.63
O 2.91 -3.84 7.38  -0.65
H -1.33 -8.16 7.44  0.40
H 0.84 -8.04 8.63  0.40
H 2.32 -6.09 8.31  0.47
H -2.00 -6.36 5.89  0.46
H -0.93 -2.11 3.52  0.76
H 0.58 -0.19 3.14  1.12
H 2.67 0.02 4.47  0.47
H 3.26 -1.70 6.13  0.50